# 1
C57H78Cl23O24P as an isolated structure in a non-equilibrium geometry, computed with the ωB97M-V functional and the def2-TZVPD basis.

Properties
Charge = +1
Multiplicity = 2
E_HOMO (spin up / spin down) = -0.3747 / -0.3746 hartree

```
183
C57H78Cl23O24P, DFT the ωB97M-V functional and the def2-TZVPD basis
O 6.11 4.52 4.26
H -2.15 -6.30 -2.92
C 5.92 -1.12 1.10
O -2.68 1.04 2.50
H 1.72 -1.81 1.52
C -2.93 -5.57 -3.16
H 4.54 -2.59 1.55
C 1.35 5.95 -1.25
H 7.35 -4.43 -0.18
C 8.18 -5.09 -0.45
O 1.59 10.31 3.87
O 4.94 8.01 1.57
H -6.21 -4.72 2.91
C 0.42 -1.11 -3.54
H 2.89 4.50 -2.54
O -6.63 -3.96 3.32
H -0.58 -1.53 -3.38
H -2.70 1.66 0.09
H 3.98 10.09 2.69
Cl 3.15 -7.05 4.23
Cl 3.55 2.99 -7.34
H -9.20 -0.24 -0.05
H -7.15 -0.67 -2.44
H -3.17 -1.59 1.49
C -8.56 -1.91 0.30
H -7.86 -1.71 3.61
Cl -1.50 2.58 -5.81
C -0.72 -1.39 -0.15
O -2.15 6.59 -0.09
H -3.21 -3.07 -0.44
O 5.01 1.79 -4.19
O -4.99 2.37 -1.49
H 0.36 7.05 0.33
H -1.95 -5.29 3.67
P 0.97 -1.08 -0.75
H 6.13 -1.73 0.22
C -5.05 1.41 2.73
Cl 4.35 1.26 -3.07
C 3.54 -5.43 4.87
O 2.48 6.17 -0.75
C 1.84 2.83 -6.80
O -8.98 -0.13 1.92
H -0.54 4.26 -3.67
H 0.80 3.31 -0.38
H -7.21 1.43 2.25
H 5.99 -0.08 0.78
C 4.48 -1.51 1.52
H 3.89 4.76 5.55
C 2.95 1.91 3.75
H 1.05 -2.87 -2.32
Cl -5.87 -2.39 -3.38
H -3.38 1.68 -4.77
H 3.51 -0.07 0.36
Cl -2.22 -3.97 -3.22
C 2.75 2.95 4.84
H 0.21 8.66 4.88
O -8.98 -1.00 -0.60
Cl -3.32 -1.98 -8.23
C -7.30 -3.94 1.03
Cl 0.00 -2.24 3.69
H 1.29 1.15 4.40
H 8.39 -5.07 -1.52
O 4.95 0.20 -2.37
O 5.96 2.96 2.08
H 5.08 7.12 1.22
H 2.93 -5.21 5.75
C 0.74 -3.06 -5.26
H -2.51 -2.90 2.55
H -2.94 6.20 -0.47
H 1.41 0.95 1.44
O 1.78 2.97 5.61
C -1.08 6.20 -0.91
C 3.90 3.89 4.90
O 3.11 0.80 -3.58
H -0.22 1.24 0.94
H -1.57 -2.28 -6.54
O 2.10 4.52 -3.09
O -7.33 1.93 -0.19
H 0.46 3.60 2.70
C -7.99 -3.09 -0.01
C 3.36 9.22 2.85
Cl -5.09 -1.00 -1.14
C -6.22 1.66 1.89
C -2.51 -3.25 0.37
Cl 0.87 -5.84 -3.00
O 4.16 2.40 -2.15
C 1.23 -1.79 -2.35
H -0.68 -3.35 -0.86
H -1.68 -6.87 4.34
C -1.46 5.51 -2.19
C 1.03 2.94 0.61
Cl -4.19 -5.65 -1.97
C -0.27 4.90 -2.84
H 0.51 1.05 -1.53
C 1.11 0.76 -0.67
H 1.34 3.73 -7.15
H -0.39 -3.27 0.82
H 1.99 -1.24 -5.21
C 3.99 1.91 2.90
C -3.69 1.73 0.50
Cl 3.32 -7.75 0.14
H -0.88 3.34 1.55
H 1.27 -3.44 -6.14
H 1.69 5.83 3.87
C 5.09 2.83 2.92
O -6.83 -5.06 0.81
Cl -1.67 1.88 -3.07
Cl 7.71 -6.81 -0.10
H -0.23 -3.56 -5.13
C -8.52 -1.28 1.67
C -2.20 -1.49 -6.95
C 1.42 -7.52 -3.13
O 3.56 5.67 2.02
Cl 4.03 -4.95 -0.33
Cl 1.15 1.31 -7.44
C 3.49 -1.16 0.40
H 1.93 2.85 -5.71
H -1.29 -0.93 -0.96
C 3.74 -6.19 0.87
Cl -1.29 -0.58 5.66
C 2.07 -1.78 0.49
C -1.03 -2.85 0.04
C 0.22 6.40 -0.51
C -7.30 -3.35 2.37
H -1.55 -0.69 -7.31
H 6.82 4.20 3.70
Cl -2.99 -6.83 2.22
H -4.05 -3.04 1.72
C -3.03 -2.66 1.62
O -5.04 1.28 3.95
H 2.38 -7.57 -3.66
H -7.83 -3.41 -1.03
C -3.78 1.40 1.86
C -2.62 2.38 -4.43
C 2.12 9.27 3.60
H 0.38 -1.07 -5.81
C -7.82 -2.10 2.61
Cl -0.22 -6.14 2.61
H -2.77 0.91 3.45
H 2.10 3.08 0.81
H 4.47 -6.14 1.68
C 5.01 3.76 4.10
H 0.12 -2.43 6.08
H -0.97 -0.73 0.68
C -1.76 -6.33 3.40
H -3.29 -5.92 -4.13
H 3.89 1.14 2.15
O 0.44 7.75 4.66
Cl 0.27 -8.42 -4.29
H -7.24 2.10 -1.13
H 1.27 -8.05 -2.20
C -4.87 2.03 -0.29
H 2.31 -1.67 -2.44
H 2.80 -5.86 1.33
C 1.03 5.11 -2.46
H -2.63 -4.33 0.33
C 3.78 8.06 2.33
H 0.40 -0.04 -3.37
H 1.34 -3.58 -4.52
C -6.08 -0.84 -2.60
Cl -3.13 -0.92 -5.49
H 4.61 -5.42 5.07
H -3.11 3.30 -4.12
C 0.13 3.73 1.67
H 0.94 -0.98 5.40
C 1.57 7.89 3.90
Cl 9.63 -4.52 0.47
C 3.22 6.71 2.54
H 2.16 0.97 -0.90
C 2.14 6.75 3.51
H 3.91 -1.54 -0.53
O -2.61 5.44 -2.62
C 0.05 -1.61 5.36
C 0.97 -1.57 -5.03
H -0.01 4.79 1.45
C 0.81 1.42 0.66
C -6.17 1.84 0.54
H 6.68 -1.23 1.87
O 2.01 0.93 3.80
Cl 3.17 -4.21 3.59
H 4.17 -1.07 2.47
H -5.73 -0.09 -3.31
H 2.11 -2.83 0.19
```


# 2
A 6-piece molecular cluster, C57H78IN6O13 overall in a non-equilibrium geometry, computed with the ωB97M-V functional and the def2-TZVPD basis.

Properties
Charge = +1
Multiplicity = 1
E_HOMO = -0.4045 hartree
Energy relative to the best compared isomer or geometry (same formula, charge and spin) = 0.0 kcal per mole

```
155
C57H78IN6O13, DFT the ωB97M-V functional and the def2-TZVPD basis
C -10.12 0.28 -2.17
C -7.36 -3.74 -0.80
C 6.42 5.72 0.32
C -0.26 -4.63 -0.82
H -6.25 1.99 -3.71
C -8.45 4.70 1.74
C -4.44 0.03 -1.41
O 7.21 -7.42 0.43
C -2.97 -2.89 2.19
C -10.03 -1.22 -1.96
H 14.20 6.81 4.68
C 2.40 -0.83 -1.72
O -2.65 -3.99 1.31
H 5.18 2.25 -1.30
H -11.14 0.58 -2.42
H -3.89 -7.16 -0.53
C 8.26 0.87 -1.38
C 3.26 -4.56 0.95
C 12.75 8.24 1.96
H 4.64 6.23 1.38
C -7.56 3.99 2.53
C 7.74 7.40 2.11
H -3.95 0.94 -1.73
H 0.20 -1.60 -2.31
C -1.69 -2.05 2.33
C -6.97 4.47 -0.14
C -5.01 -2.35 -2.09
O 4.12 2.21 0.88
H -6.79 0.38 -4.20
H 5.80 7.72 2.98
H -4.05 -0.16 -0.41
H 0.40 -5.45 -0.54
C 8.46 6.74 1.13
C 5.04 -6.11 1.39
C -4.00 -4.27 -0.68
H -8.95 -2.85 0.40
H 2.96 -1.28 -2.55
H -6.54 -2.08 0.23
O 9.76 5.34 -0.80
H 13.64 8.38 0.02
C -1.23 0.23 1.24
H -5.47 -5.07 -2.11
H -6.73 4.65 -1.18
H -0.23 -2.01 -0.67
C 7.79 5.91 0.25
C -4.46 -6.70 -1.33
H 7.42 0.44 1.87
H 3.23 -3.69 -1.00
H -1.65 -0.13 3.30
H -3.04 -0.31 2.26
C -4.07 -1.16 -2.31
C -4.71 -5.39 -1.42
N -3.73 -4.68 0.74
C 12.93 7.80 3.26
H -4.30 -2.24 -0.12
H -2.24 -3.09 -0.96
H -1.47 -5.52 -2.34
H -10.89 -1.58 -1.39
H -1.67 1.22 1.15
H -0.16 -3.75 -2.81
H -5.74 -2.90 2.10
C 14.09 7.15 3.66
C -4.87 -2.98 -0.69
H -9.47 -3.60 -1.13
C -8.12 1.39 -2.83
H 9.53 6.88 1.05
H -4.88 -7.40 -2.04
C 0.41 -3.71 -1.87
H -0.18 0.38 1.49
H -1.33 -0.24 0.26
H -7.79 3.81 3.58
H -1.11 -2.26 1.42
H -6.01 -1.95 -2.21
C -6.01 -3.72 1.44
C -1.61 -5.15 -1.32
H -7.58 1.80 -4.87
O 7.08 -6.43 -1.48
H -1.94 -6.01 -0.74
H -3.38 -5.64 0.65
C -6.24 -3.11 0.04
H -8.84 5.49 -0.22
H -7.51 -4.80 -0.58
H 3.13 -0.36 -1.06
C 8.37 0.48 -0.05
H -8.36 2.42 -2.55
C -8.70 -3.00 -0.64
H 5.25 -4.90 -1.77
N -4.85 3.24 0.09
N 5.11 1.66 1.31
C -8.70 -1.61 -1.31
H 8.25 8.05 2.80
C -8.15 4.94 0.40
H -2.87 -3.79 -2.42
O 5.27 1.34 2.47
N 11.87 8.04 4.24
H -7.13 -3.70 -1.87
H -5.52 0.15 -1.33
H 1.72 -0.06 -2.06
O -9.27 0.69 -3.24
C 7.34 0.73 0.83
C 0.48 -2.23 -1.47
C -4.96 -4.82 1.57
C 4.87 -5.04 -0.77
C 6.20 1.37 0.37
C 3.91 -5.43 1.81
C -7.12 1.40 -3.97
H 5.56 -6.79 2.06
C 6.37 7.21 2.20
N 8.56 5.19 -0.78
H 1.42 -4.04 -2.08
H 15.72 7.23 0.70
I -7.74 -4.54 2.42
H -4.17 -0.84 -3.35
H 2.38 -4.03 1.28
C 6.07 1.75 -0.95
H -4.71 -4.97 2.61
H -0.48 -3.99 0.04
C 5.50 -5.91 0.11
H -3.76 -2.25 1.82
H -3.02 -1.42 -2.16
H 11.84 8.75 1.67
H 9.27 -0.01 0.30
H -5.68 2.97 2.62
O -4.12 2.59 0.81
H -9.38 5.06 2.15
C 13.77 8.03 1.04
H -7.65 0.92 -1.96
H -3.24 -3.30 3.17
C 15.09 6.94 2.73
H 3.54 -5.57 2.82
C -1.97 -0.54 2.34
H 5.92 5.06 -0.38
O 12.06 7.66 5.38
H -10.03 -1.65 -2.96
H -9.83 0.82 -1.27
O -4.63 3.48 -1.08
O 7.94 4.48 -1.55
H -7.92 -1.52 -2.07
C -6.38 3.51 2.00
H -8.49 -0.87 -0.52
O 10.86 8.59 3.86
C 7.11 1.50 -1.83
H -5.41 -5.77 1.25
C 3.74 -4.37 -0.34
H 9.08 0.68 -2.07
O 1.76 -1.85 -0.97
H 16.00 6.44 3.02
C 5.71 6.37 1.31
H 7.03 1.81 -2.86
C 14.93 7.39 1.42
C -6.10 3.76 0.67
N 6.69 -6.64 -0.35
H -4.83 -3.10 -2.87
H -1.10 -2.37 3.18
C -2.65 -4.01 -1.38
```


Computed values of calculated total energy (unit: hartree) for the preceding records, in sequence: -14949.4953, -3822.3056.